118
Properties=species:S:1:pos:R:3:forces:R:3:lowdin_charge:R:1 method="wB97M-V/def2-TZVPD" lumo_energy_ev=-2.26 max_force_ev_per_a=0.80 charge=+1 orbital_gap_ev=7.30 multiplicity=1
Ga 0.02140 -0.11178 0.07614 0.5730 0.5540 -0.0379 0.310
P 2.45404 -0.28008 -0.01311 -0.1678 -0.0443 0.0327 1.142
P -2.61636 -0.02040 0.15166 0.2354 0.0275 -0.0239 1.091
P -0.22281 2.50207 -0.13627 -0.2935 -0.3466 -0.2443 1.058
Si -0.15843 0.26934 2.27594 -0.0022 -0.1153 0.1755 0.617
C 3.00916 -4.25591 -0.49724 -0.0688 0.0354 0.0391 -0.041
C 4.20468 -0.84852 3.68105 -0.0007 -0.0049 0.0086 -0.055
C 2.82706 -3.04889 0.00704 -0.0327 -0.0182 -0.0909 -0.060
C -6.26141 1.57160 0.90823 -0.0244 -0.0024 -0.0182 -0.072
C 2.45977 -1.92275 -0.95857 -0.0372 -0.0351 0.0626 -0.382
C -0.70605 2.02448 2.59642 -0.0635 0.1082 0.2630 -0.277
C -0.32858 -4.88793 1.95510 -0.0010 -0.0008 -0.0423 -0.057
C -0.30058 -3.60569 1.41780 0.0043 0.0306 0.1136 -0.013
C -2.55638 -1.12949 1.63191 0.0111 0.0561 0.0320 -0.352
C -0.05223 -5.97867 1.15120 -0.0120 0.0120 -0.0201 -0.066
C -1.44861 3.03088 -1.36465 0.0663 0.0791 0.0001 -0.373
C 1.15460 3.69278 -0.20629 0.0431 -0.0138 0.0962 -0.365
C -4.37927 0.38065 -0.01256 -0.0173 -0.0553 -0.0135 -0.369
C -3.61933 -2.82366 2.98982 0.0169 0.0044 -0.0143 -0.056
C -5.16996 -0.03893 -1.07472 -0.0589 0.0159 -0.0518 -0.081
C 2.63305 -4.41889 -1.94293 -0.0387 -0.0571 -0.0610 -0.179
C -0.91251 -2.74269 -2.80094 -0.0046 0.0400 -0.0111 -0.153
C 0.37412 -4.49048 -0.70964 0.0646 0.0233 -0.0437 -0.145
C -1.64257 3.70813 4.07554 -0.0029 -0.0003 -0.0233 -0.062
C 0.03268 -3.37913 0.09467 0.1169 -0.0416 -0.0954 -0.129
C -4.93146 1.19370 0.97825 -0.0295 0.0209 0.0049 -0.103
C -1.99597 3.29412 -3.70313 -0.0644 0.0105 0.0172 -0.077
C 3.71653 1.83931 -1.30753 -0.0721 0.0319 -0.1092 -0.088
C 2.38100 5.56433 -1.09684 -0.0016 -0.0149 0.0070 -0.066
C 1.02280 -1.91323 -1.63520 0.0221 0.0367 -0.0234 -0.260
C -1.40132 -2.16472 -1.42709 0.1243 -0.1114 -0.0076 -0.196
C -1.06473 3.04723 -2.70842 0.0405 -0.0199 -0.0255 -0.124
C 6.06500 1.93485 -1.80194 0.0132 -0.0020 0.0053 -0.062
C 3.93471 -0.75725 2.32529 0.0223 -0.0222 -0.0003 -0.093
C -1.36212 4.19857 1.74477 0.0088 0.0270 -0.0404 -0.084
C -2.78523 3.24017 -1.04208 -0.0452 -0.0085 0.0825 -0.105
C 0.29912 -5.76708 -0.17607 0.0003 0.0104 0.0289 -0.028
C -1.12257 2.44263 3.86525 0.0152 0.0197 -0.0070 -0.078
C 0.62803 -2.97264 -2.66069 -0.0069 0.0030 0.0161 -0.182
C -1.60617 -0.88465 2.66656 -0.2486 -0.0085 -0.0052 -0.296
C 1.60870 -0.21627 2.78176 0.1494 -0.0029 0.1004 -0.252
C 6.23871 0.68915 -1.20820 -0.0235 0.0165 -0.0030 -0.060
C -1.18961 -1.83356 -3.96348 0.0001 -0.0075 -0.0189 -0.038
C -1.76197 4.59061 3.00938 -0.0011 -0.0049 0.0187 -0.057
C 3.34338 -2.08485 -2.19120 0.0042 -0.0554 -0.0114 -0.057
C 3.20532 4.41541 0.84490 -0.0247 0.0604 -0.0272 -0.064
C 3.88439 0.61411 -0.67401 0.1322 -0.0456 0.0312 -0.338
C 1.28871 4.70504 -1.14880 0.0095 -0.0136 -0.0369 -0.076
C -3.54440 -2.08797 1.81382 -0.0379 -0.0339 0.0031 -0.071
C -6.50263 0.34848 -1.14610 0.0170 0.0033 0.0341 -0.070
C 2.66187 -0.45403 1.84214 -0.0127 0.0138 -0.0424 -0.317
C -2.72096 -2.57487 4.01198 0.0084 0.0182 -0.0017 -0.066
C 2.12192 3.55855 0.79347 -0.0081 0.0021 0.0788 -0.106
C -2.11267 -0.84165 -1.43649 -0.2910 -0.0504 -0.0025 -0.333
C -0.84996 2.91824 1.52857 -0.0579 0.0814 -0.0454 -0.372
C -2.21076 -0.11223 -2.55512 0.0080 -0.0084 -0.1102 -0.097
C -7.04973 1.15090 -0.15721 0.0263 -0.0052 0.0216 -0.076
C -0.09301 -2.02581 -0.60146 -0.2610 0.0637 -0.1582 -0.262
C -3.72522 3.45535 -2.04135 0.0244 0.0104 -0.0222 -0.062
C -1.75842 -0.63522 -3.84980 -0.0473 -0.0036 0.1236 -0.055
C -1.73088 -1.61212 3.84726 -0.0092 0.0132 0.0142 -0.099
C 4.80375 2.50122 -1.86604 0.0025 -0.0642 0.0254 -0.062
C 1.92429 -0.30748 4.14173 0.0051 -0.0206 -0.0374 -0.092
C 3.35825 -3.31385 -2.69787 -0.0084 0.0766 0.0660 -0.036
C 5.15593 0.02842 -0.65762 -0.0201 -0.0083 -0.0371 -0.105
C -3.33274 3.48826 -3.37128 0.0519 -0.0043 0.0179 -0.067
C 1.02201 -4.31383 -2.07373 0.0585 -0.0353 0.0846 -0.131
C 3.19431 -0.62246 4.59776 0.0174 -0.0141 -0.0086 -0.060
C 3.33843 5.42140 -0.10549 -0.0153 -0.0346 0.0312 -0.072
H 6.91380 2.45049 -2.23030 0.0131 0.0058 -0.0153 0.110
H -1.68395 3.31669 -4.73866 0.0068 -0.0059 -0.0147 0.112
H -4.27928 -2.25753 1.03473 0.0148 0.0043 -0.0118 0.115
H -4.75002 -0.65895 -1.85566 0.0105 -0.0142 0.0074 0.103
H -0.89014 -2.18949 -4.94318 0.0445 -0.0092 -0.0006 0.117
H -2.64897 0.87880 -2.53361 -0.0544 -0.0111 -0.0164 0.083
H -2.78368 -3.13199 4.93744 0.0024 -0.0060 0.0182 0.111
H -1.02180 -1.45689 4.65253 0.0169 0.0148 0.0094 0.101
H 3.86265 -3.53475 -3.62913 0.0188 -0.0276 -0.0120 0.118
H 0.96395 -0.94121 -2.15596 0.0482 -0.0496 0.0460 0.137
H -2.16102 5.58369 3.16578 -0.0041 0.0157 -0.0026 0.112
H -4.76515 3.59161 -1.77490 -0.0126 0.0038 0.0091 0.113
H -0.09499 -6.98315 1.55064 -0.0042 -0.0123 0.0011 0.105
H 3.94660 4.29935 1.62377 0.0170 -0.0042 0.0137 0.114
H -2.04427 -2.88854 -0.92166 0.0100 0.0137 -0.0459 0.152
H 5.29639 -0.96779 -0.25687 0.0053 0.0009 -0.0232 0.104
H 3.79910 -1.23794 -2.68491 0.0261 0.0490 0.0141 0.116
H 4.74836 -0.92975 1.63652 -0.0291 -0.0055 0.0196 0.086
H -6.68443 2.19923 1.68109 -0.0048 0.0050 0.0172 0.108
H -3.10505 3.21351 -0.00848 0.0001 -0.0130 -0.0146 0.092
H 5.20457 -1.09370 4.01246 0.0147 0.0012 0.0086 0.113
H 7.21514 0.22498 -1.19105 0.0230 -0.0016 0.0033 0.112
H 2.92907 -5.39692 -2.31753 0.0134 0.0272 -0.0298 0.137
H -4.06498 3.65956 -4.14854 -0.0077 0.0096 -0.0158 0.110
H -1.05007 1.76318 4.70707 0.0173 -0.0219 0.0045 0.104
H 2.95031 -2.84803 1.06127 0.0046 0.0338 -0.0035 0.102
H 1.11560 -2.82882 -3.62478 -0.0283 0.0119 0.0137 0.147
H -1.95431 4.00921 5.06664 -0.0063 0.0037 0.0167 0.110
H -8.08831 1.44720 -0.21247 -0.0160 0.0164 -0.0037 0.107
H -1.38970 -3.70755 -2.99498 -0.0305 0.0060 -0.0039 0.156
H 4.65585 3.45843 -2.34696 -0.0052 0.0105 -0.0149 0.108
H 0.54238 4.84195 -1.91918 -0.0078 0.0119 0.0089 0.095
H 4.18318 6.09558 -0.06645 0.0179 0.0092 -0.0007 0.110
H 1.15064 -0.11891 4.87744 -0.0382 0.0159 0.0025 0.097
H -4.38492 -3.57871 3.10630 -0.0144 -0.0087 0.0034 0.112
H -0.03456 2.85002 -2.98618 -0.0056 -0.0247 0.0172 0.113
H 2.03007 2.77888 1.54441 -0.0304 -0.0077 -0.0088 0.109
H -1.92016 -0.02377 -4.72803 -0.0031 0.0311 -0.0079 0.104
H -0.58489 -5.02706 2.99731 -0.0066 0.0103 0.0234 0.104
H -7.11364 0.01821 -1.97541 -0.0044 -0.0143 -0.0138 0.108
H 3.28855 -5.10467 0.11085 0.0265 -0.0219 0.0113 0.125
H -4.31968 1.53346 1.80805 0.0375 -0.0168 0.0019 0.110
H -1.43988 4.89847 0.92055 0.0030 -0.0071 -0.0100 0.116
H 0.56186 -6.61151 -0.80398 -0.0030 -0.0227 -0.0091 0.122
H 0.70499 -5.12166 -2.73686 -0.0217 -0.0075 0.0288 0.149
H 2.73386 2.28599 -1.37661 0.0978 -0.0713 -0.0143 0.078
H -0.54567 -2.76902 2.05365 0.0779 -0.1103 -0.0709 0.076
H 2.47368 6.35459 -1.82964 -0.0053 0.0120 -0.0165 0.110
H 3.39286 -0.68510 5.65923 -0.0049 0.0015 0.0176 0.112